(one)
C6H16N2 | ωB97M-V with the def2-TZVPD basis set

Positions of all 24 atoms, in Å:
C -1.4807 -0.8644 -0.0792
C 0.7617 0.4695 0.5834
C 1.1541 -0.3870 -0.3684
C -1.8139 -0.4491 -1.4779
C 3.4209 0.7983 0.4864
C 0.3134 1.8675 0.3475
N -1.2356 -2.2215 0.2357
N -2.2214 -0.2068 0.9023
H 0.7281 0.1167 1.6077
H -0.6090 -2.6724 -0.4165
H -2.0913 -2.7777 0.3355
H -3.1145 0.1896 0.6328
H -2.2295 -0.6505 1.8084
H 1.4700 -1.3889 -0.1191
H 1.2121 -0.0837 -1.4056
H -1.6971 0.6278 -1.6147
H -2.8639 -0.7068 -1.7243
H -1.1759 -0.9553 -2.2011
H 0.4195 2.1553 -0.6993
H 4.0111 -0.0736 0.2293
H 3.4776 1.6318 -0.2041
H 3.4022 1.0560 1.5397
H -0.7350 1.9639 0.6450
H 0.8970 2.5613 0.9566

Output
**Molar mass**: 116.21 g mol⁻¹
**Total charge**: 0
**Gap between HOMO and LUMO (alpha / beta)**: 7.94 / 6.68 eV
**E_LUMO (alpha / beta)**: 0.9 / 1.0 eV

Just the Mulliken charges please, in e? Sure, here they are:
1. C 0.446
2. C 0.372
3. C -0.924
4. C -1.434
5. C -1.050
6. C -1.255
7. N -0.525
8. N -0.418
9. H 0.247
10. H 0.231
11. H 0.227
12. H 0.197
13. H 0.223
14. H 0.416
15. H 0.219
16. H 0.273
17. H 0.433
18. H 0.321
19. H 0.285
20. H 0.371
21. H 0.296
22. H 0.330
23. H 0.348
24. H 0.370

---

(two)
C6H16N2 | ωB97M-V with the def2-TZVPD basis set

Positions of all 24 atoms, in Å:
C -0.6207 -3.0408 -0.7751
C -0.2938 -1.7020 -0.1146
N 0.9260 -1.1367 -0.6731
C 1.6280 -0.2037 0.1944
C 1.0433 1.2263 0.1946
N -0.4203 1.2528 0.1747
C -0.9843 1.1884 1.4928
C -1.0273 2.2595 -0.6647
H -1.1464 -2.8704 -1.7292
H 0.2386 -3.6646 -1.0250
H -1.2883 -3.6485 -0.1644
H -1.1410 -1.0440 -0.2884
H -0.1870 -1.8646 0.9570
H 0.6452 -0.6228 -1.5072
H 2.5877 -0.0765 -0.2252
H 1.7350 -0.5976 1.2023
H 1.4045 1.7680 -0.6914
H 1.4220 1.8819 0.9954
H -0.7391 2.0499 2.1461
H -0.6560 0.2845 2.0091
H -2.0808 1.1128 1.4578
H -2.0346 1.9705 -0.8848
H -1.0524 3.2962 -0.2667
H -0.4818 2.3154 -1.6154

Output
**Molar mass**: 116.21 g mol⁻¹
**SMILES**: CCNCCN(C)C
**Total charge**: 0
**Gap between HOMO and LUMO**: 9.24 eV
**E_LUMO**: 1.0 eV

Just the Mulliken charges please, in e? Sure, here they are:
1. C -1.326
2. C -0.009
3. N -0.355
4. C -0.790
5. C -0.854
6. N 0.470
7. C -1.180
8. C -1.119
9. H 0.289
10. H 0.361
11. H 0.352
12. H 0.151
13. H 0.258
14. H 0.242
15. H 0.385
16. H 0.340
17. H 0.437
18. H 0.346
19. H 0.330
20. H 0.334
21. H 0.336
22. H 0.324
23. H 0.322
24. H 0.357

---

Referenced to the most stable arrangement, the calculated values in kcal/mol are (one) 88.3; (two) 0.0.